No. 1
67
Properties=species:S:1:pos:R:3:lowdin_charge:R:1 method="wB97M-V/def2-TZVPD" gap_ev=5.5 e_above_lowest_kj_mol=224.9 charge=+1 homo_energy_ha=-0.3862 energy_ha=-2091.1003 multiplicity=1
Ir 0.168 0.240 -0.626 1.48
O 1.751 -0.923 -0.106 -0.23
O 3.025 -2.611 0.578 0.07
O 2.341 -6.971 -3.709 0.08
O -0.016 -1.460 -2.107 -0.13
O 3.642 -6.521 -2.042 0.09
O -1.900 -3.128 -3.535 0.10
O -0.588 -2.818 -5.233 0.11
N 2.736 -6.257 -2.807 -0.36
N -1.376 1.330 -1.094 -0.21
N 0.264 1.990 1.166 0.02
N 1.462 1.798 1.882 -0.07
N -1.371 -0.622 0.565 0.00
N -0.812 -3.103 -4.076 -0.36
N -2.562 1.052 -0.565 0.10
N -2.444 -2.007 2.085 0.15
N 1.087 1.621 -1.855 -0.04
C -2.572 0.049 0.272 -0.23
C -6.023 -1.217 2.357 -0.03
C 0.650 2.733 4.041 -0.05
C -6.122 -0.171 1.443 -0.04
C 2.829 2.680 -3.068 0.00
C -1.364 -1.599 1.426 -0.07
C -4.809 -1.840 2.578 0.01
C 1.776 2.703 2.995 -0.63
C 2.353 1.673 -2.249 -0.06
C -5.010 0.261 0.752 0.01
C 1.004 -4.635 -3.468 0.08
C 0.191 2.559 -2.288 -0.24
C 2.002 4.117 2.459 -0.04
C 0.342 -3.462 -3.243 -0.08
C -1.154 2.384 -1.839 -0.01
C 2.052 -4.984 -2.623 -0.13
C 2.421 -4.145 -1.586 0.07
C 0.618 3.595 -3.125 0.02
C 2.234 -2.111 -0.196 -0.61
C 1.942 3.660 -3.507 -0.02
C 0.675 -2.543 -2.198 -0.28
C -3.689 -1.410 1.884 -0.15
C -3.773 -0.353 0.958 -0.08
C 3.061 2.145 3.598 -0.03
C 1.761 -2.951 -1.374 -0.05
H 0.720 -5.301 -4.272 0.14
H 3.829 2.074 2.829 0.09
H -1.959 3.065 -2.079 0.15
H 1.604 0.823 2.112 0.11
H 3.234 -4.438 -0.937 0.14
H -0.570 1.882 1.749 0.10
H -0.432 -2.112 1.633 0.16
H 2.894 1.147 4.007 0.09
H 3.424 2.787 4.398 0.09
H 2.699 4.104 1.622 0.09
H -0.109 4.319 -3.468 0.13
H -0.248 3.213 3.647 0.07
H 3.002 0.879 -1.903 0.13
H 1.067 4.583 2.140 0.07
H 0.273 2.936 0.793 0.10
H -4.740 -2.664 3.275 0.13
H -5.080 1.067 0.037 0.12
H 0.980 3.311 4.903 0.09
H 3.867 2.697 -3.362 0.12
H -7.080 0.297 1.268 0.12
H 0.396 1.728 4.380 0.08
H -6.901 -1.552 2.891 0.12
H 2.421 4.739 3.247 0.09
H 2.290 4.458 -4.147 0.13
H -2.381 -2.794 2.715 0.18

=====

No. 2
57
Properties=species:S:1:pos:R:3:lowdin_charge:R:1 method="wB97M-V/def2-TZVPD" gap_ev=7.9 e_above_lowest_kj_mol=317.7 charge=0 homo_energy_ha=-0.2837 energy_ha=-1432.8821 multiplicity=1
O -0.561 -1.910 3.076 0.08
O 2.754 3.068 -2.822 0.03
O 0.276 1.682 -3.625 -0.02
O 4.656 1.857 -2.813 0.14
N -1.736 -1.835 1.115 0.04
N -2.217 -3.660 4.211 0.02
N -1.034 -1.002 0.308 0.07
C -4.422 -4.445 4.839 0.00
C 6.467 4.802 -5.215 -0.07
C 4.485 6.133 -4.939 -0.07
C 0.249 0.692 -1.535 0.06
C 2.089 2.149 -2.009 -0.15
C 5.898 3.797 -4.458 -0.01
C -4.898 -4.920 7.137 -0.07
C 4.050 2.847 -3.133 -0.43
C 5.760 5.970 -5.457 -0.08
C 1.945 1.040 0.126 -0.03
C 4.614 3.955 -3.939 -0.12
C 0.902 2.335 -4.716 -0.24
C 3.909 5.131 -4.181 -0.02
C 0.061 -0.451 0.656 -0.09
C -0.020 2.185 -5.916 -0.06
C -1.507 -2.240 2.396 -0.43
C 2.597 1.887 -0.742 0.01
C -5.309 -4.879 5.811 -0.29
C -3.613 -4.534 7.477 -0.09
C 0.900 1.537 -2.431 -0.18
C -2.601 -3.172 2.918 -0.13
C -3.127 -4.044 5.171 -0.26
C -2.732 -4.097 6.509 -0.04
C -6.705 -5.284 5.441 -0.05
C 0.750 0.434 -0.265 -0.20
H -6.788 -5.477 4.374 0.07
H 3.519 2.367 -0.450 0.13
H -7.406 -4.490 5.700 0.08
H -2.568 -2.175 0.650 0.15
H 0.418 2.677 -6.780 0.08
H 6.205 6.757 -6.048 0.10
H -4.742 -4.429 3.807 0.10
H -1.371 -3.220 4.555 0.12
H 3.939 7.046 -5.125 0.10
H -2.732 -4.004 2.210 0.13
H -0.668 0.223 -1.851 0.12
H -0.171 1.133 -6.141 0.08
H 1.874 1.873 -4.929 0.13
H -3.296 -4.570 8.509 0.10
H 6.428 2.878 -4.255 0.12
H -5.583 -5.258 7.901 0.11
H 0.532 -0.597 1.625 0.11
H 7.461 4.678 -5.618 0.11
H 1.057 3.397 -4.490 0.12
H 2.356 0.850 1.105 0.11
H -1.730 -3.794 6.776 0.11
H -3.543 -2.604 2.958 0.13
H 2.920 5.256 -3.769 0.12
H -7.001 -6.180 5.984 0.08
H -0.986 2.634 -5.699 0.08

=====

No. 3
72
Properties=species:S:1:pos:R:3:lowdin_charge:R:1 method="wB97M-V/def2-TZVPD" gap_ev=1.6 e_above_lowest_kj_mol=337.4 charge=+2 homo_energy_ha=-0.4532 energy_ha=-9457.3004 multiplicity=1
Br 5.184 4.476 1.646 -0.20
Br -3.542 0.163 -7.317 1.08
Cl -1.397 -2.576 -1.098 0.77
Cl 1.772 3.703 -5.473 0.59
Cl -0.833 3.253 -4.281 0.57
Cl -0.406 2.744 -7.122 0.53
P 2.300 -5.215 1.942 0.97
Al 4.554 -3.932 4.304 1.04
O 2.591 0.997 2.945 -0.26
O 4.291 -4.041 1.754 -0.08
O -2.238 -0.726 -5.545 -0.16
O -0.058 1.688 0.101 -0.07
O 3.407 0.283 -0.516 0.21
O 1.086 -6.212 2.406 -0.23
O -5.023 2.594 -3.055 0.06
O -2.069 0.003 -3.426 0.06
O 2.525 -4.234 3.330 -0.44
O -0.238 -0.655 -4.523 0.23
O -3.674 4.410 1.727 0.14
O -0.099 0.150 5.851 -0.05
C 2.610 -0.702 4.631 -0.12
C 1.057 -1.564 -0.433 -0.15
C -5.746 3.396 -0.959 0.03
C -5.409 3.854 0.243 0.04
C 0.177 -2.669 -0.335 -0.50
C 4.625 -1.854 1.850 -0.05
C -3.984 3.999 0.640 -0.37
C 2.252 -1.688 0.190 -0.02
C 2.510 -2.838 0.842 -0.13
C -3.295 3.160 -1.560 0.01
C 0.466 -3.816 0.332 -0.06
C -0.366 0.379 -0.144 -0.25
C 1.678 -3.860 0.936 -0.27
C -2.952 3.616 -0.361 0.04
C 0.324 2.716 -5.511 -1.54
C -3.579 -0.601 -5.055 -0.20
C -3.406 0.301 -3.848 -0.09
C 2.478 0.828 4.323 -0.42
C 3.305 -0.599 0.210 -0.29
C 3.826 -2.997 1.503 -0.42
C -1.383 -0.477 -4.491 -0.56
C -4.716 3.015 -1.951 -0.37
C 4.387 -0.761 1.280 0.01
C 0.362 0.719 1.266 -0.01
C 0.584 -0.368 -1.174 -0.07
Be 4.992 1.859 2.443 0.75
H -6.147 4.138 0.982 0.13
H 0.602 1.695 -5.283 -0.01
H -0.545 0.236 1.766 0.09
H -6.778 3.282 -1.267 0.13
H 1.535 1.130 4.798 0.08
H 1.824 -1.279 4.137 0.06
H -3.475 1.361 -4.101 0.12
H 2.511 -0.869 5.707 0.07
H -0.240 -4.624 0.391 0.12
H -0.033 -0.602 -2.029 0.06
H -0.027 -0.589 6.461 0.05
H 3.598 -1.121 4.325 0.02
H 3.223 1.323 4.972 0.10
H -1.918 3.728 -0.058 0.12
H 5.060 0.033 1.592 0.05
H 1.343 0.350 -1.439 0.12
H -2.560 2.874 -2.303 0.05
H -4.119 0.082 -3.059 0.16
H 0.277 1.601 1.914 0.14
H 0.494 -5.732 2.990 0.06
H -3.953 -1.599 -4.805 0.18
H -1.040 0.352 5.837 0.05
H 5.405 -1.958 2.576 0.10
H -1.409 0.073 -0.101 0.12
H -4.295 -0.125 -5.866 -0.04
H 1.739 -3.678 3.346 0.08

=====

No. 4
66
Properties=species:S:1:pos:R:3:lowdin_charge:R:1 method="wB97M-V/def2-TZVPD" gap_ev=6.1 e_above_lowest_kj_mol=151.5 charge=+1 homo_energy_ha=-0.3907 energy_ha=-5544.4528 multiplicity=1
Ir -1.114 1.754 -0.765 1.18
Ge -0.590 1.127 -3.013 -0.25
Cl -3.103 6.287 -1.094 0.62
Cl -1.110 -0.897 -3.608 0.15
Cl 1.295 1.443 -4.073 0.17
Cl -1.912 2.340 -4.248 0.13
O 1.421 0.366 -1.365 -0.30
O -2.033 3.546 -1.307 -0.18
O -1.931 3.087 0.827 -0.08
N -0.571 -2.751 -0.601 0.05
N 0.558 0.199 1.336 0.16
N 3.981 2.077 0.049 0.20
N -2.839 0.606 -0.745 -0.06
N 0.791 2.510 -0.695 -0.22
N -0.551 0.244 0.501 -0.10
C 2.721 0.516 3.163 0.01
C 4.998 1.814 2.220 0.00
C -3.838 -1.266 0.355 0.02
C 2.746 0.967 1.845 -0.08
C -1.251 -3.592 -1.383 -0.16
C -0.566 -5.528 -0.139 -0.27
C -4.948 -1.155 -0.468 -0.02
C -2.272 3.871 -0.103 -0.71
C -0.548 -7.011 0.085 -0.04
C 1.005 3.694 0.133 -0.12
C 4.949 1.353 3.526 -0.04
C 3.813 0.703 3.992 -0.04
C -2.957 5.161 0.257 -0.49
C 3.902 1.614 1.400 -0.14
C -1.278 -4.962 -1.192 -0.02
C 1.687 1.417 -0.462 -0.55
C -2.792 -0.380 0.176 -0.24
C -1.536 -0.480 0.897 -0.04
C 1.603 0.820 0.936 -0.13
C 0.106 -3.295 0.409 -0.16
C -3.894 0.699 -1.552 -0.09
C 3.037 1.961 -0.814 0.08
C 2.388 -0.678 -1.451 -0.05
C 0.142 -4.653 0.678 -0.03
C -4.968 -0.173 -1.442 -0.01
H -1.797 -3.141 -2.203 0.06
H -0.179 -7.259 1.079 0.08
H -5.803 -0.069 -2.119 0.12
H 0.659 -2.604 1.043 0.09
H 3.250 -0.372 -2.050 0.09
H 1.827 0.024 3.521 0.12
H -1.424 -1.143 1.747 0.14
H 0.717 -5.024 1.517 0.11
H -3.862 1.495 -2.287 0.10
H 0.536 3.628 1.123 0.08
H -1.852 -5.586 -1.867 0.12
H -5.780 -1.838 -0.359 0.12
H -1.545 -7.436 -0.032 0.09
H 4.856 2.514 -0.225 0.19
H 2.711 -1.012 -0.460 0.10
H 5.879 2.321 1.847 0.13
H -2.400 5.633 1.062 0.09
H 1.885 -1.503 -1.950 0.10
H -3.953 4.926 0.630 0.09
H -3.768 -2.036 1.112 0.13
H 5.798 1.502 4.178 0.12
H 2.067 3.916 0.290 0.08
H 3.779 0.346 5.012 0.12
H 0.101 -7.495 -0.646 0.09
H 0.585 4.553 -0.389 0.09
H 3.165 2.305 -1.835 0.16

=====

No. 5
62
Properties=species:S:1:pos:R:3:lowdin_charge:R:1 method="wB97M-V/def2-TZVPD" gap_ev="4.6 / 4.4" charge=-2 homo_energy_ha="0.0149 / 0.0214" energy_ha=-3613.4524 multiplicity=1
Ni -0.707 0.032 0.619 0.19
S -0.254 -0.833 -2.010 0.65
F -1.791 2.797 -5.268 0.07
F -1.885 -2.480 -3.998 0.05
F -0.467 1.969 -3.114 0.06
F -3.193 -1.610 -6.147 0.07
F -3.183 1.037 -6.827 0.06
O -3.270 0.977 1.562 -0.23
N 0.748 2.338 1.273 -0.23
N 1.364 -0.286 0.880 0.03
N -0.524 -2.176 1.587 -0.24
C -1.385 -2.987 0.736 -0.11
C 1.064 2.375 2.680 -0.10
C 1.819 -1.519 1.198 -0.23
C 1.865 2.022 0.455 -0.21
C 3.562 -3.187 1.683 -0.14
C 3.182 -1.904 1.333 -0.05
C -1.126 1.040 -3.823 -0.27
C -1.088 -0.309 -3.417 -0.61
C -1.828 -1.161 -4.261 -0.26
C 3.206 0.363 -0.640 -0.06
C 0.874 -2.534 1.533 -0.20
C 2.619 -4.177 1.934 -0.15
C -1.802 1.488 -4.938 -0.16
C 3.940 1.360 -1.264 -0.13
C 2.166 0.647 0.265 -0.24
C -2.378 0.603 0.519 -0.31
C -2.509 -0.731 -5.380 -0.17
C -0.052 3.459 0.842 -0.11
C 2.614 3.008 -0.166 -0.06
C 1.277 -3.812 1.869 -0.07
C -2.506 0.604 -5.736 -0.17
C -1.009 -2.137 2.953 -0.10
C -2.681 1.141 2.826 -0.18
C -3.268 0.567 -0.713 -0.13
C 3.666 2.698 -1.024 -0.14
H -2.884 1.244 -1.482 0.05
H 2.913 -5.190 2.184 0.07
H 1.753 3.202 2.937 0.08
H 0.415 4.442 1.049 0.07
H 3.384 -0.668 -0.911 0.10
H -0.996 -3.132 3.433 0.07
H -2.033 -1.757 2.953 0.07
H 1.524 1.427 2.967 0.08
H -2.725 2.197 3.126 0.07
H -3.256 -0.433 -1.161 0.05
H 0.143 2.498 3.256 0.07
H -1.013 3.414 1.359 0.07
H -1.635 0.818 2.789 0.04
H 4.712 1.080 -1.974 0.08
H -0.389 -1.457 3.539 0.09
H 4.621 -3.414 1.761 0.08
H 0.512 -4.548 2.098 0.09
H -0.251 3.369 -0.225 0.09
H -3.230 0.547 3.568 0.07
H -2.390 -2.562 0.764 0.08
H 3.949 -1.160 1.173 0.09
H 2.351 4.046 0.006 0.09
H 4.231 3.484 -1.513 0.07
H -1.431 -4.040 1.064 0.07
H -1.033 -2.934 -0.293 0.04
H -4.305 0.847 -0.486 0.05

=====

No. 6
64
Properties=species:S:1:pos:R:3:lowdin_charge:R:1 method="wB97M-V/def2-TZVPD" gap_ev=7.0 charge=+1 homo_energy_ha=-0.3579 energy_ha=-1766.0124 multiplicity=1
F -1.824 -0.715 -1.658 0.02
O 3.807 -4.057 -5.356 0.04
O 3.933 0.569 -3.783 0.07
N 1.949 1.348 -4.393 0.04
N -1.911 1.213 3.553 0.05
N 0.170 5.656 5.903 0.13
N -1.286 6.049 4.265 0.11
N 0.156 3.211 5.878 0.18
N -3.965 -1.589 3.566 0.12
N -4.118 -1.212 4.888 -0.01
N 1.839 -4.193 -3.214 0.18
N 3.379 -2.010 -4.680 0.12
N 0.009 -4.754 -2.145 0.12
C -3.396 -0.063 5.248 0.01
C 3.252 -2.990 -5.569 -0.55
C 1.268 -3.021 -2.734 -0.16
C 0.059 0.797 5.698 -0.02
C -1.705 3.606 3.802 0.09
C 0.137 -3.379 -2.049 0.02
C 1.823 -1.607 -2.831 -0.03
C 2.303 -2.839 -6.739 0.02
C -2.500 -0.271 1.896 -0.09
C 0.537 1.281 -4.779 -0.05
C 2.785 0.338 -4.136 -0.47
C 1.051 -5.228 -2.860 -0.02
C -3.150 -0.666 3.122 -0.22
C -2.771 0.261 4.091 -0.19
C -0.499 6.612 5.157 -0.13
C -1.118 4.680 4.454 -0.24
C -0.214 4.426 5.469 -0.29
C -2.545 -0.830 0.618 0.06
C -1.754 0.881 2.189 -0.13
C -1.804 -0.214 -0.402 -0.29
C -0.402 2.157 5.253 -0.24
C -1.013 1.484 1.168 0.01
C 2.301 -1.122 -4.220 -0.20
C -1.041 0.932 -0.123 -0.02
C -1.347 2.311 4.207 -0.16
H -2.424 3.784 3.008 0.13
H -0.711 0.322 6.311 0.07
H 1.462 -1.159 -4.912 0.13
H 1.233 -6.272 -3.108 0.17
H 1.052 -0.919 -2.479 0.12
H 2.438 -1.857 -7.191 0.09
H 2.657 -1.528 -2.129 0.14
H 0.136 2.293 -4.867 0.10
H 0.827 5.827 6.655 0.16
H -3.155 -1.707 0.427 0.13
H 2.538 -3.601 -7.482 0.10
H -3.352 0.450 6.206 0.13
H 4.212 -2.039 -4.105 0.17
H -0.390 7.685 5.285 0.13
H 2.697 -4.261 -3.769 0.13
H -4.724 -1.715 5.540 0.15
H -0.736 -5.310 -1.733 0.19
H 1.275 -2.961 -6.406 0.08
H -0.427 2.375 1.377 0.12
H -0.044 0.748 -4.025 0.07
H 2.370 2.263 -4.319 0.15
H 0.271 0.161 4.835 0.08
H 0.427 0.786 -5.746 0.09
H -0.479 1.408 -0.919 0.11
H 0.972 0.882 6.295 0.08
H -0.516 -2.711 -1.502 0.13

=====

No. 7
57
Properties=species:S:1:pos:R:3:lowdin_charge:R:1 method="wB97M-V/def2-TZVPD" gap_ev=8.8 e_above_lowest_kj_mol=143.3 charge=0 homo_energy_ha=-0.3021 energy_ha=-1382.8739 multiplicity=1
F 7.231 -3.181 0.456 0.05
O 2.571 0.488 -1.822 0.06
O -4.062 -2.079 0.112 -0.09
N -7.558 0.791 0.891 0.10
N 3.110 1.557 0.084 0.00
N -5.624 0.175 0.017 -0.02
C -6.307 1.108 0.736 -0.16
C 0.448 1.149 1.142 -0.14
C -1.546 0.419 -0.910 -0.22
C 0.809 0.857 -0.288 -0.11
C 2.716 2.082 1.372 -0.16
C -3.700 1.445 -0.677 0.00
C -6.539 -0.798 -0.297 -0.01
C 6.480 -1.512 -1.030 0.00
C 1.692 1.156 2.015 -0.16
C -4.265 0.230 -0.316 -0.12
C 6.006 -1.371 1.333 0.00
C 5.802 -0.323 -1.226 -0.01
C -7.730 -0.399 0.243 -0.35
C 5.248 2.849 0.158 -0.03
C 6.572 -2.020 0.252 -0.28
C -3.286 -3.246 0.228 -0.07
C 5.336 -0.181 1.118 -0.02
C 2.225 0.940 -0.740 -0.40
C 5.228 0.357 -0.159 -0.18
C 4.484 1.654 -0.405 -0.29
C -2.105 -0.806 -0.565 0.04
C -3.454 -0.920 -0.261 -0.19
C -9.055 -1.076 0.204 -0.05
C -2.353 1.547 -0.966 -0.03
C -0.106 0.517 -1.197 0.02
H 1.455 1.499 3.023 0.12
H 3.596 2.176 2.006 0.11
H -1.460 -1.670 -0.527 0.12
H -1.927 2.499 -1.243 0.12
H 6.092 -1.797 2.321 0.12
H -5.843 1.983 1.144 0.12
H -9.043 -1.978 0.814 0.07
H -9.315 -1.357 -0.815 0.07
H -9.810 -0.400 0.595 0.07
H -3.977 -4.023 0.550 0.10
H -2.495 -3.132 0.976 0.10
H 4.890 0.323 1.962 0.11
H -4.335 2.317 -0.734 0.12
H 5.705 0.076 -2.224 0.12
H 0.220 0.311 -2.209 0.13
H -0.042 2.126 1.195 0.13
H -6.278 -1.658 -0.876 0.12
H 4.390 1.780 -1.490 0.14
H -0.275 0.409 1.493 0.12
H -2.842 -3.531 -0.731 0.10
H 2.109 0.148 2.080 0.12
H 2.277 3.084 1.256 0.13
H 4.657 3.758 0.071 0.09
H 6.163 2.976 -0.415 0.09
H 5.528 2.701 1.198 0.07
H 6.926 -2.047 -1.853 0.12

=====

No. 8
52
Properties=species:S:1:pos:R:3:lowdin_charge:R:1 method="wB97M-V/def2-TZVPD" gap_ev=5.0 e_above_lowest_kj_mol=104.6 charge=+1 homo_energy_ha=-0.3959 energy_ha=-1022.7142 multiplicity=1
N -0.238 0.512 1.846 -0.04
C -5.884 -2.344 -1.798 -0.02
C 1.664 -2.498 -1.450 0.00
C 1.240 1.113 3.593 -0.10
C 1.145 0.828 2.066 -0.32
C 3.990 -0.959 -1.745 -0.04
C 2.759 -0.329 -1.607 -0.01
C 3.286 3.158 -0.080 -0.09
C 0.312 -0.422 -1.197 0.05
C 2.893 -3.122 -1.645 -0.05
C -3.370 -1.068 -1.600 -0.20
C -0.037 0.495 4.210 -0.15
C 1.571 -1.078 -1.407 -0.20
C -0.940 0.081 3.034 -0.21
C 1.596 2.006 1.214 -0.21
C -2.123 -0.390 -1.468 0.06
C -4.569 -0.314 -1.677 0.00
C -3.467 -2.491 -1.635 0.01
C 2.885 2.053 0.677 -0.07
C 1.136 4.215 0.329 -0.07
C 0.727 3.090 1.055 -0.04
C -4.709 -3.112 -1.741 -0.05
C 4.068 -2.361 -1.748 -0.03
C -5.805 -0.939 -1.766 -0.04
C -0.896 -1.032 -1.516 -0.06
C 2.417 4.247 -0.242 -0.08
H -0.501 0.063 0.980 0.07
H -0.867 -2.067 -1.868 0.10
H 2.933 -4.210 -1.706 0.12
H 2.673 0.760 -1.658 0.11
H 5.034 -2.857 -1.853 0.12
H -6.714 -0.337 -1.823 0.12
H -4.486 0.775 -1.673 0.13
H -1.920 0.577 3.093 0.11
H -6.856 -2.837 -1.874 0.12
H -1.124 -1.010 3.034 0.11
H 1.278 2.196 3.779 0.12
H -2.559 -3.094 -1.578 0.11
H 4.278 3.162 -0.538 0.11
H 2.160 0.665 3.985 0.11
H 0.323 0.641 -0.937 0.13
H 3.547 1.198 0.837 0.11
H 0.758 -3.090 -1.314 0.11
H -4.762 -4.203 -1.787 0.12
H -2.143 0.695 -1.343 0.14
H 1.789 -0.040 1.822 0.14
H 0.230 -0.386 4.798 0.10
H 0.448 5.055 0.217 0.11
H -0.547 1.212 4.861 0.11
H 2.745 5.122 -0.809 0.11
H 4.896 -0.356 -1.853 0.12
H -0.266 3.028 1.503 0.12